Record 1
{"formula": "C37H68F2N3O13S4", "method": "ωB97M-V with the def2-TZVPD basis set", "e_tot_ha": -4384.572352, "largest_force_ev_per_a": 15.30, "lumo_energy_ev": -2.97, "charge": 1, "de_lowest_kcal_mol": 60.0, "homo_lumo_gap_ev": 8.303, "symbols": ["C", "C", "O", "N", "H", "H", "C", "H", "H", "H", "H", "H", "H", "C", "C", "O", "N", "H", "H", "C", "H", "H", "H", "H", "H", "H", "C", "C", "O", "N", "H", "H", "C", "H", "H", "H", "H", "H", "H", "O", "H", "O", "H", "F", "C", "C", "C", "C", "C", "C", "H", "H", "H", "H", "H", "F", "C", "C", "C", "C", "C", "C", "H", "H", "H", "H", "H", "C", "C", "C", "S", "O", "O", "C", "H", "H", "H", "H", "H", "H", "H", "H", "C", "C", "C", "S", "O", "O", "C", "H", "H", "H", "H", "H", "H", "H", "H", "C", "C", "C", "S", "O", "O", "C", "H", "H", "H", "H", "H", "H", "H", "H", "C", "C", "C", "S", "O", "O", "C", "H", "H", "H", "H", "H", "H", "H", "H"], "xyz": [[0.95448, 0.26732, -2.05906], [0.13383, 0.30542, -0.67956], [0.46853, 1.11914, 0.20411], [-1.05657, -0.55080, -0.46677], [-1.79229, -0.11846, -0.93397], [-0.84659, -1.49975, -0.99339], [-1.44563, -0.79211, 0.95202], [0.58482, -0.40842, -2.82130], [1.80809, -0.35541, -1.93833], [0.84492, 1.23727, -2.63611], [-0.39764, -0.88096, 1.40895], [-1.99514, -1.61181, 1.24047], [-2.10280, 0.12125, 1.13336], [0.71921, -5.27188, -4.10593], [1.59641, -5.08632, -2.90312], [1.87072, -6.11362, -2.24764], [1.79161, -3.72064, -2.37776], [2.10258, -3.14004, -3.09981], [0.99834, -3.21410, -1.92708], [2.77411, -3.52294, -1.26473], [-0.32029, -5.30957, -3.87043], [1.10916, -6.14648, -4.52296], [0.76476, -4.47718, -4.93573], [3.87489, -3.46919, -1.63698], [2.47435, -4.27786, -0.61453], [2.65338, -2.69069, -1.07036], [-4.49243, -2.28568, -2.50713], [-3.34605, -2.69383, -3.40709], [-3.08414, -3.84603, -3.80307], [-2.17632, -1.70950, -3.42454], [-2.46745, -0.84480, -2.94204], [-1.65721, -2.17655, -2.84625], [-1.54867, -1.61029, -4.80506], [-4.95425, -1.39190, -2.87326], [-4.38409, -2.22791, -1.45018], [-5.43685, -2.89010, -2.65837], [-0.95967, -0.61721, -4.90319], [-2.24986, -1.75261, -5.58469], [-0.93430, -2.51440, -4.68678], [-0.37290, -2.64223, -1.77661], [-1.04641, -3.28509, -1.60643], [-2.74232, 0.39686, -2.07754], [-2.67262, 1.48770, -2.20117], [-3.59896, 5.10115, 0.58510], [-4.43570, 4.03021, 0.72939], [-5.77385, 3.98645, 1.08009], [-6.50925, 2.87443, 1.33402], [-5.98374, 1.60388, 1.00248], [-4.71223, 1.60133, 0.57026], [-3.84080, 2.75765, 0.34031], [-6.20140, 4.99415, 1.47188], [-7.57776, 2.83266, 1.53974], [-6.56086, 0.92548, 1.34852], [-4.35163, 0.68148, 0.25425], [-2.81758, 2.91258, 0.05281], [-1.57082, -6.74267, -0.44534], [-0.51226, -6.31800, 0.33973], [-0.55266, -4.90426, 0.53269], [0.51627, -4.39700, 1.31742], [1.50280, -5.20284, 1.82630], [1.48831, -6.56887, 1.51508], [0.49109, -7.16603, 0.85384], [-1.45532, -4.42780, 0.16318], [0.47974, -3.28938, 1.41360], [2.25981, -4.78853, 2.55150], [1.97013, -7.25509, 2.16558], [0.21286, -8.17400, 0.80683], [5.09101, 2.60183, -1.10057], [4.84222, 2.60125, -2.45502], [4.70149, 1.24290, -2.86750], [5.58966, 0.21259, -1.75934], [6.72016, -0.33456, -2.45743], [4.78397, -0.74424, -1.12773], [6.06455, 1.49726, -0.63216], [4.20773, 2.57247, -0.33614], [5.69754, 3.68757, -0.92141], [5.52623, 2.98199, -3.14034], [3.81930, 2.95722, -2.60246], [5.13759, 1.11118, -3.90459], [3.68203, 0.78852, -2.87270], [7.19907, 1.69684, -0.61135], [6.17658, 1.15957, 0.45778], [-2.65231, 1.55480, 3.66798], [-3.22572, 2.43626, 4.81133], [-3.36601, 1.71455, 6.02686], [-1.73945, 0.92081, 6.16553], [-1.86952, -0.37920, 6.71261], [-0.89280, 1.97026, 6.74459], [-1.53194, 0.74204, 4.38602], [-2.34183, 1.93002, 2.85537], [-3.21848, 0.73211, 3.41401], [-4.10199, 2.51194, 4.40120], [-2.85798, 3.45430, 4.98484], [-4.25862, 1.06951, 5.99710], [-3.58406, 2.39559, 6.76232], [-1.39752, -0.18524, 3.98605], [-0.40083, 1.25923, 4.22866], [4.31719, 0.70988, 5.00390], [4.56874, 0.89828, 3.49643], [3.41388, 0.79391, 2.69385], [2.71574, -0.65446, 3.45607], [3.11642, -1.79991, 2.75255], [1.29020, -0.44027, 3.50720], [3.49416, -0.63829, 5.03732], [3.87483, 1.55844, 5.54677], [5.16631, 0.51623, 5.50878], [5.28883, 0.10499, 3.03285], [5.20861, 1.66392, 3.30019], [3.68103, 0.60784, 1.70594], [2.74520, 1.69992, 2.77439], [3.97820, -1.51603, 5.04437], [3.05918, -0.78714, 6.12212], [-1.26489, 3.87178, -2.47256], [-1.83966, 5.11280, -3.18388], [-0.81804, 6.00450, -3.21715], [-0.04746, 6.01995, -1.62904], [-0.75994, 6.95274, -0.75147], [1.31748, 6.38751, -1.82988], [-0.38705, 4.31135, -1.30356], [-0.68110, 3.17649, -3.00311], [-2.07348, 3.27975, -2.12968], [-2.82891, 5.31137, -2.49912], [-2.33636, 5.06780, -4.01195], [-1.11158, 7.04202, -3.57395], [-0.12103, 5.72493, -4.10883], [-0.89304, 4.12957, -0.36710], [0.61862, 3.87521, -1.34417]], "atomic_forces_ev_per_a": [[-3.061, -0.122, -0.016], [1.411, 2.931, 1.596], [-1.090, -2.869, -2.947], [3.552, -2.976, 1.437], [-3.153, 1.999, -2.724], [0.279, 0.305, -0.001], [2.840, 4.028, 0.011], [-1.567, -0.345, 0.049], [1.917, 0.966, 0.792], [1.210, -0.783, 1.387], [-1.975, 0.706, 0.594], [-1.254, -2.344, -0.518], [1.357, -1.020, 0.889], [1.104, 2.992, -1.603], [-1.425, -3.863, 2.573], [0.041, 4.410, -1.744], [2.802, -1.433, 0.448], [0.242, 1.048, -1.880], [-2.820, -0.251, -0.371], [4.565, -12.837, -5.864], [-0.703, -0.411, 0.628], [-0.055, -1.607, -0.796], [0.316, -0.804, 1.349], [-1.808, -1.101, 0.612], [0.416, -0.872, 1.830], [-2.495, 14.342, 4.715], [-2.682, -0.907, -2.322], [1.245, -3.763, 0.940], [-1.125, 4.058, 0.676], [-6.535, 1.793, -6.083], [-0.342, 2.361, 0.293], [5.352, -3.048, 4.127], [1.951, 0.505, 2.329], [0.563, 1.381, 0.077], [0.983, 0.172, 0.708], [1.547, -0.488, 0.047], [-1.027, -1.882, 0.242], [-0.814, 0.085, -0.547], [0.480, 0.599, -1.182], [0.316, 0.744, 0.002], [-0.181, -1.192, 0.492], [0.338, 4.302, -0.430], [-0.471, -4.766, 0.356], [-1.549, -0.401, 0.465], [1.822, -4.013, -1.755], [-0.616, 5.237, 2.310], [-0.349, -1.957, -1.535], [2.193, 7.265, -0.038], [3.256, 1.300, -1.540], [-3.802, 1.795, 2.098], [0.547, -1.635, -1.091], [0.293, 0.872, 0.522], [-3.244, -5.657, 1.316], [1.130, -1.691, -0.452], [0.366, -1.168, -0.319], [1.008, -0.587, 0.835], [-0.643, 2.310, -0.772], [1.481, -3.121, 0.674], [-1.703, 1.886, -1.298], [1.105, 0.217, 0.550], [0.308, 0.412, 2.518], [-3.629, 1.678, -2.232], [0.415, 0.439, 0.182], [0.454, -0.875, 0.581], [-0.849, -0.470, -1.104], [1.496, -0.259, 0.192], [0.551, -1.601, -0.053], [3.252, 4.607, 8.636], [-3.902, 0.243, -3.182], [-0.962, -4.305, -3.161], [3.755, 0.025, -1.186], [0.485, 0.217, -0.208], [-2.854, -1.792, 1.618], [2.335, -0.040, 1.477], [1.185, 0.253, -1.874], [-1.895, -2.720, 0.290], [1.288, 1.707, -0.432], [0.434, 1.214, -0.400], [-0.533, -0.401, 1.231], [0.531, 0.625, 0.037], [-1.539, 0.119, -1.592], [-1.765, 0.246, -1.285], [1.396, -2.720, 8.195], [2.736, 1.286, -2.518], [-0.081, -2.666, 0.508], [-1.141, 1.841, 0.017], [0.494, -1.442, 1.091], [-0.442, -1.585, -0.958], [4.241, 5.248, -0.248], [2.351, 3.559, -5.804], [-2.684, -1.176, -0.507], [-5.633, 1.553, -1.705], [0.642, -0.430, -0.589], [0.817, -0.627, -0.015], [0.134, 1.329, 2.383], [0.174, -2.897, -0.210], [-3.016, -1.227, 0.336], [-2.230, -1.234, -1.890], [4.402, -2.004, 1.396], [-2.973, 1.481, 0.844], [-4.235, 1.481, 0.165], [1.566, -2.418, -1.294], [-0.472, 0.080, 0.401], [-1.484, 3.662, 3.127], [-0.521, -0.355, -0.641], [3.232, -0.493, 1.494], [-1.031, 0.355, 1.572], [1.240, 3.116, -0.406], [-0.061, -0.578, -1.857], [0.244, -1.229, -0.020], [3.043, -2.784, -0.568], [-0.836, 0.788, -2.549], [-0.527, -0.178, 0.035], [-4.176, -3.518, 6.882], [3.876, 5.366, -3.190], [-0.857, 3.990, 0.655], [0.004, -1.872, -0.707], [1.351, -1.084, 0.039], [0.436, -0.167, -0.119], [0.786, -0.527, -1.641], [-0.865, -0.492, 0.643], [2.520, 0.552, -0.893], [-2.360, -1.409, -5.452], [0.377, -0.843, 1.130], [-0.420, 0.135, 1.924], [0.267, 0.368, 0.446], [-0.385, -0.256, 0.301]]}

Record 2
{"formula": "C37H69IrNS4Sb2Si6", "method": "ωB97M-V with the def2-TZVPD basis set", "e_tot_ha": -5420.221067, "spin_multiplicity": 2, "largest_force_ev_per_a": 2.55, "lumo_energy_ev": [-6.73, -6.73], "charge": 2, "homo_lumo_gap_ev": [5.079, 5.066], "symbols": ["Ir", "S", "C", "C", "C", "C", "C", "C", "S", "C", "C", "C", "C", "C", "C", "C", "S", "C", "C", "C", "C", "C", "C", "S", "N", "H", "H", "H", "H", "H", "H", "H", "H", "H", "H", "H", "H", "H", "H", "H", "C", "Si", "C", "C", "Sb", "Si", "C", "C", "C", "Si", "C", "C", "C", "H", "H", "H", "H", "H", "H", "H", "H", "H", "H", "H", "H", "H", "H", "H", "H", "H", "H", "H", "H", "H", "H", "H", "H", "H", "H", "H", "C", "Si", "C", "C", "Sb", "Si", "C", "C", "C", "Si", "C", "C", "C", "H", "H", "H", "H", "H", "H", "H", "H", "H", "H", "H", "H", "H", "H", "H", "H", "H", "H", "H", "H", "H", "H", "H", "H", "H", "H", "H"], "xyz": [[0.32841, -0.06188, -0.25010], [-1.65212, -0.03219, 0.92530], [-2.73352, 0.03027, -0.46675], [-3.90866, 0.76306, -0.41362], [-4.67656, 0.91066, -1.55737], [-4.27859, 0.32554, -2.74843], [-3.11543, -0.42353, -2.79830], [-2.34408, -0.57711, -1.66089], [-0.83235, -1.48520, -1.73301], [1.92082, -2.46703, -1.97421], [2.46827, -1.21832, -2.10416], [3.41498, -0.96355, -3.14499], [4.12890, 0.19664, -3.15707], [3.92627, 1.11222, -2.11953], [2.92563, 0.87782, -1.19293], [2.74957, 1.93975, -0.14734], [1.28727, 1.77642, 0.94071], [0.37087, 3.20764, 0.38495], [0.27517, 4.29026, 1.24336], [-0.39685, 5.43103, 0.84099], [-0.94839, 5.49620, -0.43146], [-0.84925, 4.42267, -1.29044], [-0.21875, 3.24206, -0.88425], [-0.19721, 1.89458, -1.96469], [2.16386, -0.22186, -1.19144], [-4.18001, 1.24683, 0.51234], [-5.56960, 1.51370, -1.52641], [-4.85901, 0.46040, -3.64668], [-2.76800, -0.86288, -3.71817], [2.10939, -3.21532, -2.72000], [1.31075, -2.73809, -1.12764], [3.57017, -1.73145, -3.88363], [4.84696, 0.40463, -3.92995], [4.51874, 2.00860, -2.05573], [2.66534, 2.91498, -0.62766], [3.62564, 1.94833, 0.50443], [0.73668, 4.24648, 2.21699], [-0.49607, 6.26772, 1.51555], [-1.46984, 6.38531, -0.74911], [-1.27509, 4.46647, -2.28128], [-0.71862, -1.29629, 5.87295], [0.52546, -2.41268, 4.95106], [1.97857, -2.97022, 6.04333], [-0.38548, -3.93374, 4.23306], [1.61102, -0.86413, 2.99688], [4.15213, -1.57412, 2.31627], [5.15341, 0.03699, 2.12378], [4.81566, -2.60580, 3.76829], [4.14545, -2.58147, 0.69424], [1.77098, 1.42016, 4.48232], [2.45981, 0.90640, 6.18665], [2.96062, 2.76448, 3.79830], [-0.02695, 2.06741, 4.49682], [-1.33845, -1.87588, 6.55236], [-1.38135, -0.78628, 5.17928], [-0.21601, -0.54241, 6.47034], [1.60981, -3.38395, 6.97638], [2.65164, -2.15728, 6.29171], [2.55965, -3.74420, 5.55473], [-1.18790, -4.23913, 4.89565], [0.28682, -4.77705, 4.14273], [-0.81322, -3.73006, 3.25423], [4.81972, 0.81255, 2.80548], [5.10018, 0.42167, 1.10988], [6.20261, -0.14982, 2.33369], [4.78992, -2.05801, 4.70380], [5.85058, -2.87424, 3.57771], [4.26108, -3.52799, 3.90095], [3.23720, -2.43003, 0.11795], [4.24467, -3.64397, 0.89377], [4.98218, -2.29736, 0.06023], [3.46916, 0.51779, 6.09657], [1.85772, 0.15598, 6.68322], [2.50796, 1.77053, 6.84097], [3.95802, 2.65846, 4.21840], [2.60317, 3.75136, 4.08630], [3.04616, 2.75678, 2.71604], [-0.69635, 1.40840, 5.03713], [-0.41477, 2.16400, 3.48599], [-0.09400, 3.04400, 4.96878], [-3.56930, -2.22666, 3.58947], [-3.91517, -3.45529, 2.16529], [-3.87994, -5.27883, 2.72424], [-5.48717, -2.88198, 1.24838], [-1.74882, -3.28309, 0.26387], [0.08600, -5.32218, 0.15552], [-0.75632, -6.83678, 0.93989], [0.94880, -5.80973, -1.48640], [1.41711, -4.70538, 1.39861], [-3.40975, -4.27329, -1.70522], [-2.23865, -4.65590, -3.16035], [-4.11889, -5.89791, -0.99006], [-4.83051, -3.10228, -2.22800], [-4.43975, -2.14038, 4.23365], [-3.35694, -1.23906, 3.18854], [-2.73247, -2.53155, 4.20669], [-4.86377, -5.58786, 3.05796], [-3.19518, -5.41782, 3.55300], [-3.57608, -5.94809, 1.92779], [-6.30067, -2.72417, 1.94827], [-5.82578, -3.60048, 0.51241], [-5.30753, -1.93717, 0.74392], [-1.44131, -7.33611, 0.26512], [-1.30391, -6.58053, 1.83856], [0.00316, -7.56040, 1.21479], [0.42405, -5.45441, -2.36476], [1.02024, -6.89135, -1.56391], [1.96083, -5.41678, -1.53402], [1.34601, -5.25414, 2.33079], [1.30423, -3.64341, 1.62418], [2.41717, -4.86544, 1.01268], [-1.58278, -5.48549, -2.92347], [-1.62616, -3.79908, -3.42240], [-2.80389, -4.93817, -4.04364], [-3.34387, -6.59658, -0.69546], [-4.71487, -6.38376, -1.75640], [-4.76481, -5.73577, -0.13462], [-4.90490, -2.21404, -1.60881], [-5.78740, -3.61732, -2.19028], [-4.67934, -2.76917, -3.25211]], "atomic_forces_ev_per_a": [[0.175, 2.117, 0.173], [-0.395, -0.427, -0.431], [0.224, 0.326, 0.430], [-0.139, -0.146, -0.108], [-0.047, 0.021, 0.101], [0.128, -0.079, -0.167], [-0.041, -0.006, -0.053], [-0.015, 0.076, -0.239], [-0.598, -0.208, 1.754], [-0.354, -0.514, -0.012], [0.582, 0.804, -0.348], [-0.510, -0.366, 0.470], [0.027, 0.505, 0.418], [0.219, -0.495, -0.562], [0.010, 0.065, 0.266], [-0.102, 0.079, 0.235], [-0.475, -0.233, -1.082], [-0.258, -0.113, -0.202], [0.022, 0.128, 0.042], [-0.045, 0.109, 0.054], [0.118, 0.026, 0.175], [0.095, -0.362, -0.067], [0.063, 0.243, 0.589], [0.485, -2.331, 0.908], [0.610, 0.337, -0.622], [-0.080, 0.091, 0.058], [-0.132, 0.062, 0.007], [-0.094, 0.052, -0.089], [-0.058, -0.078, -0.258], [0.107, -0.178, -0.155], [0.029, -0.003, 0.118], [0.021, -0.105, -0.115], [0.162, -0.001, -0.154], [0.028, 0.178, 0.013], [0.046, -0.024, 0.081], [0.039, 0.037, -0.056], [0.031, -0.040, 0.182], [0.043, 0.044, 0.052], [-0.032, 0.103, -0.039], [-0.119, 0.025, -0.073], [0.497, -0.309, -0.406], [0.315, 0.108, -0.056], [-0.611, 0.188, -0.322], [0.358, 0.603, 0.142], [0.122, -0.118, -0.221], [-0.251, -0.048, 0.592], [-0.437, -0.516, 0.029], [-0.106, 0.382, -0.628], [-0.053, 0.375, 0.511], [0.142, -0.087, 0.004], [-0.421, 0.161, -0.668], [-0.359, -0.602, 0.109], [0.678, -0.277, 0.004], [-0.040, -0.244, 0.076], [-0.080, 0.049, -0.130], [0.115, 0.113, 0.044], [-0.156, -0.105, 0.228], [0.061, 0.211, -0.003], [0.076, -0.138, -0.173], [-0.197, 0.018, 0.251], [0.216, -0.147, -0.026], [-0.056, 0.052, -0.140], [-0.087, 0.100, 0.129], [-0.057, 0.044, -0.217], [0.194, -0.142, 0.046], [-0.059, 0.168, 0.147], [0.257, -0.057, -0.075], [-0.179, -0.149, -0.039], [-0.068, 0.029, 0.079], [0.010, -0.130, 0.127], [0.181, 0.145, -0.029], [0.197, -0.073, -0.135], [-0.146, -0.162, 0.079], [-0.025, 0.274, 0.114], [0.092, -0.112, 0.078], [-0.151, 0.094, 0.105], [0.037, 0.016, -0.062], [-0.054, -0.194, 0.104], [-0.019, 0.006, -0.212], [0.130, 0.197, 0.094], [0.161, -0.558, -0.868], [-0.256, 0.529, 0.792], [0.287, 0.775, -0.483], [1.000, -0.371, -0.027], [-0.956, -0.622, -1.206], [0.920, -0.368, 0.842], [-0.154, 0.719, -0.489], [-0.565, 0.585, 0.359], [-0.567, 0.002, -0.527], [0.142, -0.267, -0.044], [-0.495, 0.188, 0.566], [0.353, 0.696, -0.220], [0.603, -0.291, 0.288], [-0.294, -0.113, 0.005], [0.038, 0.154, -0.095], [0.144, -0.092, 0.029], [-0.350, 0.063, 0.018], [0.202, 0.105, 0.155], [-0.015, -0.146, -0.188], [-0.035, -0.047, 0.387], [-0.046, -0.161, -0.192], [0.079, 0.177, -0.073], [-0.146, -0.093, -0.186], [-0.081, 0.119, 0.248], [0.353, -0.063, 0.012], [-0.086, 0.034, -0.207], [-0.137, -0.181, 0.159], [0.090, 0.134, 0.176], [-0.122, -0.126, 0.140], [0.059, 0.036, 0.010], [0.139, -0.052, -0.205], [0.084, -0.176, 0.104], [0.102, 0.178, -0.030], [-0.216, -0.031, -0.135], [0.202, -0.091, 0.041], [-0.142, -0.055, -0.227], [-0.155, 0.092, 0.155], [-0.001, 0.089, 0.086], [-0.064, -0.201, 0.074], [0.090, -0.007, -0.089]]}